# 1
{
  "formula": "C36H41ClHgN11O5SSe2Te2",
  "method": "the ωB97M-V functional and the def2-TZVPD basis",
  "elements": ["Hg", "Te", "Te", "Se", "Se", "Cl", "S", "O", "O", "O", "O", "O", "N", "N", "N", "N", "N", "N", "N", "N", "N", "N", "N", "C", "C", "C", "C", "C", "C", "C", "C", "C", "C", "C", "C", "C", "C", "C", "C", "C", "C", "C", "C", "C", "C", "C", "C", "C", "C", "C", "C", "C", "C", "C", "C", "C", "C", "C", "C", "H", "H", "H", "H", "H", "H", "H", "H", "H", "H", "H", "H", "H", "H", "H", "H", "H", "H", "H", "H", "H", "H", "H", "H", "H", "H", "H", "H", "H", "H", "H", "H", "H", "H", "H", "H", "H", "H", "H", "H", "H"],
  "coordinates": [[-1.4317, 1.3841, -0.3456], [2.6882, 4.1016, -3.1717], [1.5114, 6.3533, -0.1997], [0.7867, 3.0210, -2.1285], [-0.1830, 4.5804, -0.4927], [-1.1999, -4.5316, 4.1186], [-1.0205, 1.1151, 3.3528], [-0.1239, 0.0785, 2.8697], [1.6009, 1.8516, -0.9732], [-1.7218, 0.8311, 4.5914], [0.6873, 1.3074, -0.0266], [5.3845, -1.5627, -0.6683], [-0.1175, -0.7728, -2.3257], [-3.6148, 2.5499, 1.0145], [2.0348, -1.0101, -2.0162], [-2.9461, -0.3620, -0.4245], [-4.9993, -1.0740, -1.4031], [-1.9529, 1.4876, 2.1349], [1.8993, -0.7618, -3.3420], [-3.8988, -2.4289, 0.2215], [-1.9110, -1.7146, 1.1345], [-2.9461, 1.8749, -2.0023], [-5.9013, -3.0726, -0.7115], [-3.9633, 3.3013, -3.6257], [-0.1670, -4.3339, 2.7263], [-2.9503, 2.9800, -2.7462], [-5.0552, 2.4079, -3.7323], [-2.9550, -1.4787, 0.2927], [-4.0083, 2.2175, 3.3453], [1.4030, 4.8922, 3.9869], [-4.8222, 3.0828, 0.9046], [-0.1207, -5.3336, 1.7705], [-3.9912, -0.1678, -1.2840], [1.6511, 4.0620, 2.8977], [-4.0001, 0.9956, -2.0860], [3.6799, -3.4205, -3.5142], [3.7454, -3.2928, -0.4823], [0.5722, -3.1745, 2.5833], [-3.1889, 2.0930, 2.2040], [5.0619, -1.3411, -3.6359], [-5.0740, 1.2747, -2.9760], [-5.2531, 2.7928, 3.2097], [0.8269, -1.0062, -1.4399], [2.3526, -3.9100, -0.7294], [1.3903, -3.0335, 1.4708], [-4.8814, -2.1390, -0.6429], [1.4816, -4.0287, 0.5031], [0.9378, 2.8876, 2.7194], [4.2573, -2.1343, -1.3617], [0.7041, -5.1723, 0.6700], [-0.2819, 3.3386, 4.7571], [0.5998, -0.6404, -3.4751], [3.3120, -0.9196, -1.3435], [-0.0240, 2.5349, 3.6552], [4.7307, -2.5749, -2.7878], [6.0171, -3.4148, -2.6952], [2.1320, 6.2023, 4.1252], [-5.6947, 3.2360, 1.9674], [0.4396, 4.5121, 4.9165], [0.7439, -5.9549, -0.0795], [0.2386, 5.1510, 5.7707], [1.4451, 7.0364, 3.9660], [-3.6564, 1.8397, 4.2902], [2.4732, -4.9197, -1.1269], [2.5738, 6.3094, 5.1187], [4.0348, -3.6262, -4.5275], [0.1516, -0.4079, -4.4281], [2.7258, -2.9050, -3.6008], [2.3689, 4.3681, 2.1473], [5.9099, -4.2903, -2.0514], [-1.4268, -0.9228, 1.5478], [-6.6718, 3.6785, 1.8297], [4.4913, -4.0905, -0.5382], [4.1648, -0.7808, -3.8957], [6.2684, -3.7811, -3.6926], [-5.8755, 2.6236, -4.4075], [3.5252, -4.3808, -3.0200], [0.6847, -1.1300, -0.3797], [5.9787, -2.2794, -0.4287], [-0.7237, -6.2236, 1.8900], [-1.0339, 3.0353, 5.4723], [2.9128, 6.2878, 3.3711], [1.8118, -3.3605, -1.4995], [3.0983, -0.6867, -0.2992], [-5.8891, 0.5663, -3.0171], [5.5433, -1.6601, -4.5642], [3.8437, -0.0606, -1.7482], [1.9459, -2.1080, 1.3668], [-5.8945, 2.8866, 4.0797], [0.4704, -2.3658, 3.2929], [-2.0733, -2.4783, 1.7702], [-3.9050, 4.2141, -4.2005], [5.7517, -0.6840, -3.1042], [-5.6232, -3.9931, -0.4143], [6.8640, -2.8196, -2.3496], [-6.4280, -3.0288, -1.5676], [3.7927, -2.9228, 0.5432], [1.0964, 2.2713, 1.8422], [-5.0947, 3.4099, -0.0962], [-2.1021, 3.6431, -2.6154]],
  "e_above_lowest_kcal_mol": 0.0,
  "energy_ha": -8725.71991,
  "charge": -2,
  "homo_ev": [-0.90, -1.58],
  "multiplicity": 2,
  "orbital_gap_ev": [4.50, 5.18]
}

***

# 2
{
  "formula": "C36H41ClN2O10",
  "method": "the ωB97M-V functional and the def2-TZVPD basis",
  "elements": ["Cl", "O", "O", "O", "O", "O", "O", "O", "O", "O", "O", "N", "N", "C", "C", "C", "C", "C", "C", "C", "C", "C", "C", "C", "C", "C", "C", "C", "C", "C", "C", "C", "C", "C", "C", "C", "C", "C", "C", "C", "C", "C", "C", "C", "C", "C", "C", "C", "C", "H", "H", "H", "H", "H", "H", "H", "H", "H", "H", "H", "H", "H", "H", "H", "H", "H", "H", "H", "H", "H", "H", "H", "H", "H", "H", "H", "H", "H", "H", "H", "H", "H", "H", "H", "H", "H", "H", "H", "H", "H"],
  "coordinates": [[-41.7230, 43.2425, 26.6564], [-34.8074, 48.8355, 22.6850], [-38.2776, 52.1837, 25.9107], [-42.3860, 46.7275, 20.3031], [-29.2144, 48.4572, 22.8226], [-35.7630, 47.2934, 27.2594], [-36.0810, 37.3859, 20.5083], [-43.1306, 41.5848, 24.1647], [-41.7345, 46.3002, 25.8077], [-44.1179, 36.0550, 24.2755], [-40.5315, 40.0497, 22.6254], [-37.8139, 45.4490, 24.3875], [-38.0525, 43.2752, 24.8809], [-31.3997, 47.5423, 22.8695], [-30.4936, 48.6286, 22.6961], [-33.4889, 48.8297, 22.8029], [-42.3233, 45.4265, 22.2590], [-38.4904, 46.9562, 22.6921], [-42.9399, 37.9203, 25.0113], [-42.2160, 46.6841, 21.6303], [-37.8823, 48.5882, 27.3514], [-36.5311, 48.5227, 27.0083], [-37.7832, 50.9352, 26.3460], [-36.5857, 44.8514, 24.2806], [-41.6904, 47.7636, 22.3568], [-39.3788, 39.2892, 20.7066], [-42.7018, 39.2659, 25.0184], [-38.6909, 44.5302, 24.7810], [-43.8723, 37.3556, 24.1076], [-36.4579, 50.6445, 25.8177], [-44.2153, 39.7470, 23.1641], [-38.4596, 38.8813, 22.8889], [-37.3552, 38.1332, 22.4071], [-42.2289, 45.2935, 23.6905], [-32.6620, 50.0568, 22.8486], [-38.1257, 38.5796, 20.1305], [-38.7514, 41.9908, 24.8595], [-41.9574, 46.4121, 24.4661], [-41.6678, 47.6546, 23.7137], [-37.2385, 38.0465, 21.0129], [-38.4889, 49.9273, 27.0759], [-39.3338, 39.5056, 22.0562], [-38.1427, 46.8280, 24.1828], [-32.8252, 47.5630, 22.8068], [-43.3711, 40.2095, 24.1620], [-44.4050, 38.2291, 23.1265], [-36.6922, 43.4800, 24.5184], [-31.1476, 49.9187, 22.7083], [-35.8953, 49.4463, 26.2736], [-44.9063, 40.4315, 22.4284], [-38.6438, 41.3085, 25.7051], [-42.3882, 44.2311, 24.1526], [-30.4176, 50.8002, 22.7035], [-31.0262, 46.5716, 22.9479], [-39.6398, 44.6714, 24.7480], [-40.0823, 39.7386, 19.8827], [-38.3124, 47.7161, 27.8263], [-37.5846, 46.9576, 22.1215], [-43.6494, 35.5369, 24.7892], [-39.4589, 49.8551, 27.4909], [-36.0186, 42.7895, 24.2903], [-35.9633, 46.7198, 27.9789], [-42.5859, 44.5764, 21.5632], [-42.1351, 47.5271, 19.8030], [-45.0204, 37.7758, 22.3628], [-39.9282, 41.9310, 24.7654], [-35.2395, 49.6368, 22.7660], [-39.1326, 47.2399, 24.7472], [-35.7426, 45.5661, 24.0385], [-39.0289, 47.8374, 22.5951], [-35.1006, 49.1327, 25.9187], [-39.0689, 52.1709, 26.3111], [-42.5173, 37.2604, 25.8081], [-28.7934, 48.8540, 22.2448], [-33.3396, 46.6917, 23.1049], [-39.2549, 46.1543, 22.4620], [-37.2856, 47.5021, 24.3757], [-38.8843, 38.9387, 24.0211], [-38.0625, 38.3207, 19.0698], [-35.9908, 36.5783, 21.1358], [-42.1468, 39.7618, 25.7763], [-41.3730, 48.4252, 24.4343], [-42.4794, 41.8436, 24.7388], [-41.4241, 48.6808, 21.7736], [-33.0705, 50.8354, 23.0160], [-36.6480, 37.6570, 23.0201], [-42.0935, 45.5677, 26.3795], [-35.8126, 51.0909, 25.1867], [-38.5441, 41.2549, 23.9813], [-41.2840, 40.1793, 21.9108]],
  "e_above_lowest_kcal_mol": 36.5,
  "energy_ha": -2718.07150,
  "charge": 0,
  "homo_ev": -7.53,
  "orbital_gap_ev": 7.61
}

***

# 3
{
  "formula": "C36H41N4O",
  "method": "the ωB97M-V functional and the def2-TZVPD basis",
  "elements": ["O", "N", "N", "N", "N", "C", "C", "C", "C", "C", "C", "C", "C", "C", "C", "C", "C", "C", "C", "C", "C", "C", "C", "C", "C", "C", "C", "C", "C", "C", "C", "C", "C", "C", "C", "C", "C", "C", "C", "C", "C", "H", "H", "H", "H", "H", "H", "H", "H", "H", "H", "H", "H", "H", "H", "H", "H", "H", "H", "H", "H", "H", "H", "H", "H", "H", "H", "H", "H", "H", "H", "H", "H", "H", "H", "H", "H", "H", "H", "H", "H", "H"],
  "coordinates": [[-4.8626, 1.9084, -1.4920], [1.2676, -1.0942, 4.2333], [-2.6982, 2.5193, -1.9858], [-1.6103, 0.5502, -1.7568], [8.4200, 0.2618, -2.5509], [-0.5774, -1.3307, 2.6226], [-3.6814, 1.6255, -1.6703], [-0.6007, -3.1820, 1.0633], [3.1230, -0.8213, -1.8802], [-1.3432, 1.9808, -2.0012], [1.2078, -2.9760, 2.6571], [-6.9593, -1.7577, -1.1803], [0.8850, -1.5040, 5.5771], [-3.0379, 0.2441, -1.5819], [2.8523, 0.5042, 5.2430], [-0.6593, -0.4020, -1.6632], [5.4464, -1.5906, -2.0125], [0.6447, -1.7854, 3.1441], [4.0970, -1.8598, -1.8412], [-0.7305, 2.2210, -3.3900], [-7.8368, -1.3752, -2.2026], [2.6166, 0.1960, 2.7424], [-5.9589, -0.6171, -3.5261], [4.5383, 1.5765, 3.6749], [3.5960, 0.4997, -2.1161], [3.6703, 1.7576, 4.9169], [7.2830, 0.0153, -2.4084], [-7.3347, -0.8071, -3.3803], [0.7077, -0.1576, -1.7981], [3.6769, 1.1952, 2.4556], [-3.5960, -0.7113, -2.6388], [5.8877, -0.2759, -2.2334], [0.5965, -3.6602, 1.6092], [-1.1892, -2.0204, 1.5770], [2.2184, -0.1404, 4.0165], [-2.9815, 3.9273, -2.1542], [4.9481, 0.7600, -2.2852], [1.7240, -1.1077, -1.6977], [-5.0821, -0.9742, -2.4959], [-5.5812, -1.5644, -1.3318], [-0.5318, 2.6141, -0.8623], [-4.0620, 4.0674, -2.0998], [-5.5456, -0.1631, -4.4294], [-1.0254, -0.4291, 3.0448], [2.1067, 0.7702, 6.0084], [-8.9116, -1.5225, -2.0838], [-7.3396, -2.2081, -0.2613], [-1.4165, 1.8259, -4.1535], [5.0851, 2.5016, 3.4653], [1.7442, -1.8840, 6.1449], [3.7610, -2.8843, -1.6773], [5.2841, 1.7821, -2.4622], [-2.4993, 4.5241, -1.3697], [-0.3993, 3.6843, -1.0614], [0.4495, 2.1494, -0.7531], [-0.5943, 3.2981, -3.5466], [1.0516, -4.5746, 1.2239], [2.1309, -3.3408, 3.1114], [0.4313, -0.6757, 6.1357], [-4.8815, -1.8590, -0.5453], [4.3002, 2.0259, 5.7735], [4.3213, 0.8180, 1.6488], [3.2156, 2.1196, 2.0685], [1.0066, 0.8639, -2.0182], [-3.3982, -0.2706, -3.6285], [5.2792, 0.7887, 3.8555], [0.1459, -2.3024, 5.4782], [-2.6154, 4.2764, -3.1271], [-3.0362, -1.6575, -2.5737], [-1.0330, -1.4096, -1.4668], [0.2326, 1.7201, -3.5028], [-2.1362, -1.6561, 1.1714], [3.5277, -0.2245, 5.7278], [-3.2182, -0.1657, -0.5698], [-1.0838, 2.4788, 0.0789], [1.4432, -2.1501, -1.5205], [-1.0822, -3.7245, 0.2452], [6.1822, -2.3940, -1.9771], [-8.0079, -0.5080, -4.1870], [2.9825, 2.5949, 4.7429], [2.1545, -0.2610, 1.8649], [2.8959, 1.3345, -2.1709]],
  "e_above_lowest_kcal_mol": 7.1,
  "energy_ha": -1690.41239,
  "charge": 1,
  "homo_ev": -9.30,
  "orbital_gap_ev": 4.14
}

***

# 4
{
  "formula": "C36H41N5Pb",
  "method": "the ωB97M-V functional and the def2-TZVPD basis",
  "elements": ["Pb", "N", "N", "N", "N", "N", "C", "C", "C", "C", "C", "C", "C", "C", "C", "C", "C", "C", "C", "C", "C", "C", "C", "C", "C", "C", "C", "C", "C", "C", "C", "C", "C", "C", "C", "C", "C", "C", "C", "C", "C", "C", "H", "H", "H", "H", "H", "H", "H", "H", "H", "H", "H", "H", "H", "H", "H", "H", "H", "H", "H", "H", "H", "H", "H", "H", "H", "H", "H", "H", "H", "H", "H", "H", "H", "H", "H", "H", "H", "H", "H", "H", "H"],
  "coordinates": [[-0.0365, -1.1169, -1.6170], [-1.9773, 0.0701, -2.3856], [-0.4957, -0.1098, 0.4946], [7.9473, 0.2659, 5.1983], [-0.1142, -2.7203, 0.1711], [-1.7992, -2.5530, -2.2490], [-0.6065, 1.3314, 0.5939], [-5.3129, -0.4568, -4.0185], [7.0852, 0.1190, 4.4701], [-3.0311, -0.5758, -2.8237], [-4.1747, -2.8303, -2.5119], [-0.4653, -0.9398, 4.1448], [5.1863, -0.7115, 1.3204], [-0.5365, -2.3395, 1.3345], [2.8148, 1.3625, -0.0002], [-1.4305, -4.5979, -0.8281], [-5.9965, -1.6383, -3.7806], [4.8269, 0.6849, 3.6628], [1.4793, 4.0384, -1.8488], [-1.6019, -3.9699, -2.2209], [-2.0179, 1.8174, 0.9653], [-1.1529, -3.2196, 2.2385], [3.9916, -0.0503, 1.5112], [-1.2344, -3.1760, 3.6414], [-4.0950, 0.0024, -3.5481], [3.9438, 4.1853, -1.4955], [-0.4542, -0.3115, 2.9145], [-0.1174, -4.1615, -0.1327], [2.6468, 2.4749, -0.3906], [-5.4361, -2.6731, -3.0239], [-2.9554, 2.2127, -1.4160], [-2.9865, -2.0636, -2.5370], [6.2200, -0.6604, 2.2958], [-0.8175, -2.2002, 4.5535], [-1.9674, 1.5582, -2.3684], [2.6194, 3.8612, -0.8325], [2.5288, 4.7876, 0.3386], [3.8616, 0.6697, 2.6988], [-3.0981, 1.4819, -0.0800], [-0.5587, -0.8260, 1.6231], [6.0316, -0.0056, 3.4812], [2.9796, -0.0102, 0.4390], [0.1326, 1.8422, 1.2613], [-3.9425, 2.3023, -1.8683], [-1.4584, -5.7199, -0.9337], [-1.9690, 2.8918, 1.1310], [1.6531, 3.4816, -2.7461], [5.4401, -1.2350, 0.4010], [3.0116, 1.2271, 2.8641], [-5.8577, 0.2961, -4.5925], [3.3715, 4.7402, 1.0241], [0.4861, 3.7242, -1.3913], [-2.2937, -4.2894, -0.2363], [-2.6499, 3.2813, -1.2522], [-7.0283, -1.7310, -4.1662], [-0.1962, 0.7434, 3.0056], [3.9719, 5.2551, -1.7718], [1.5806, 4.6104, 0.8881], [-2.4222, -4.4681, -2.7709], [1.3461, 5.0831, -2.0394], [-4.0798, 1.7664, 0.3881], [4.7090, 1.2649, 4.5555], [-0.2803, 1.7351, -0.3977], [-0.2759, -0.2287, 4.9478], [4.7333, 3.9670, -0.7803], [4.1180, 3.5373, -2.3221], [-3.9596, 1.0620, -3.7806], [3.2583, -0.6729, -0.3304], [-2.1987, 1.9046, -3.3661], [-1.5888, -4.0503, 1.7378], [0.7381, -4.4528, -0.7665], [7.1605, -1.2088, 2.1091], [-0.8736, -2.3883, 5.5921], [-0.9654, 1.8105, -2.1305], [-1.6419, -4.1378, 4.0480], [-0.6890, -4.2256, -2.7992], [-6.0824, -3.4884, -2.7513], [2.5088, 5.8346, 0.0104], [-4.1145, -3.7689, -2.0411], [-2.3334, 1.3911, 1.9408], [0.0322, -4.7405, 0.7824], [2.0002, -0.3457, 0.8016], [-3.0435, 0.3944, -0.2373]],
  "e_above_lowest_kcal_mol": 0.0,
  "energy_ha": -1862.88803,
  "charge": 0,
  "homo_ev": -7.05,
  "orbital_gap_ev": 7.32
}